{"formula": "C19H21N3OS", "method": "the ωB97M-V functional and the def2-TZVPD basis", "multiplicity": 1, "smiles": "Cc1cccc2cc(C#N)c(SCC(=O)N3CCC(C)CC3)nc12", "species": ["S", "O", "N", "N", "N", "C", "C", "C", "C", "C", "C", "C", "C", "C", "C", "C", "C", "C", "C", "C", "C", "C", "C", "C", "H", "H", "H", "H", "H", "H", "H", "H", "H", "H", "H", "H", "H", "H", "H", "H", "H", "H", "H", "H", "H"], "coordinates": [[0.329363, -1.419129, 1.645245], [-1.907568, 1.038926, 3.112211], [-2.516767, 0.056645, 1.181915], [1.700445, -4.770884, 1.314756], [2.279783, -0.122910, 0.436501], [-0.134080, 0.346422, 1.694124], [3.001570, 2.468378, -0.301485], [4.296360, -1.121733, -0.453766], [3.888766, 1.298667, -0.580209], [2.611885, -2.495944, 0.586083], [2.104670, -3.746411, 0.995711], [3.467660, 0.003596, -0.189561], [5.532184, -0.934078, -1.100590], [-2.280630, -0.474307, -0.139858], [-4.379410, 0.698432, -0.958200], [5.103573, 1.430582, -1.206263], [-5.222202, -0.528635, -1.300441], [1.868144, -1.297495, 0.815658], [-2.884110, 0.457295, -1.194424], [5.924104, 0.323774, -1.467033], [3.826531, -2.387273, -0.048684], [-4.587060, 1.158585, 0.489345], [-1.602062, 0.513396, 2.058008], [-3.926139, 0.209417, 1.486463], [-1.216716, -0.599860, -0.327493], [3.504870, 3.402436, -0.535454], [-5.070949, -0.810194, -2.340245], [-2.360777, 1.415700, -1.151803], [2.094050, 2.397146, -0.899803], [-4.400844, -0.776188, 1.454613], [-4.968131, -1.381317, -0.677834], [4.422958, -3.269087, -0.238296], [0.461029, 0.821163, 2.473677], [-2.724404, 0.028134, -2.184798], [6.871917, 0.475560, -1.961313], [5.440549, 2.412388, -1.506682], [-5.652281, 1.229629, 0.712144], [-4.699446, 1.509959, -1.622421], [6.155802, -1.793915, -1.296874], [-4.003626, 0.605742, 2.499931], [-2.745678, -1.464157, -0.202386], [-4.148892, 2.151086, 0.615166], [2.703081, 2.468880, 0.744550], [-6.277535, -0.308038, -1.157841], [0.120011, 0.779613, 0.727655]], "forces_ev_per_a": [[-0.25, 0.02, 0.19], [0.07, 0.17, 0.27], [-0.35, -0.17, -0.08], [-0.15, -0.31, 0.12], [-0.28, -0.05, 0.18], [0.29, -0.30, 0.08], [0.01, -0.03, 0.01], [-0.27, 0.34, 0.09], [0.21, 0.10, -0.11], [0.64, 0.81, -0.42], [-0.11, -0.51, 0.12], [0.59, -0.45, -0.24], [0.15, 0.11, -0.09], [0.17, 0.13, -0.50], [-0.01, 0.09, -0.04], [-0.28, 0.03, 0.14], [0.12, 0.24, 0.01], [-0.12, 0.28, 0.00], [-0.13, -0.10, 0.08], [0.13, -0.34, -0.02], [-0.33, 0.03, 0.16], [0.06, -0.15, -0.08], [0.38, -0.10, 0.07], [-0.29, 0.29, 0.27], [-0.09, -0.05, 0.06], [0.02, 0.06, -0.02], [-0.01, -0.09, -0.10], [0.08, 0.01, -0.02], [-0.11, 0.06, 0.01], [0.01, 0.00, 0.03], [-0.02, -0.16, 0.05], [0.01, -0.07, 0.00], [-0.14, 0.07, -0.15], [0.04, 0.01, -0.07], [0.08, -0.02, -0.04], [0.00, 0.11, -0.01], [-0.06, 0.05, 0.02], [0.04, -0.05, 0.05], [0.09, -0.07, -0.03], [-0.03, -0.14, -0.14], [0.11, -0.01, 0.00], [-0.02, 0.05, 0.06], [-0.07, 0.08, 0.05], [-0.13, -0.04, 0.02], [-0.05, 0.04, 0.04]], "mulliken_charge": [-0.17, -0.68, 0.09, -0.51, -0.27, -0.61, -1.38, 1.23, 1.15, 0.34, -0.28, -0.49, -0.99, -0.55, 0.46, -0.58, -1.61, 0.56, -0.90, -0.69, -0.75, -0.87, 0.70, -1.00, 0.40, 0.38, 0.39, 0.34, 0.27, 0.34, 0.31, 0.50, 0.55, 0.40, 0.39, 0.38, 0.43, 0.34, 0.44, 0.46, 0.13, 0.34, 0.31, 0.41, 0.29]}



{"formula": "C19H21N5", "method": "the ωB97M-V functional and the def2-TZVPD basis", "multiplicity": 1, "species": ["N", "N", "N", "N", "N", "C", "C", "C", "C", "C", "C", "C", "C", "C", "C", "C", "C", "C", "C", "C", "C", "C", "C", "C", "H", "H", "H", "H", "H", "H", "H", "H", "H", "H", "H", "H", "H", "H", "H", "H", "H", "H", "H", "H", "H"], "coordinates": [[5.049944, -1.055778, 0.196391], [-5.094187, -0.961929, 0.034397], [0.144820, 2.415596, -1.034840], [0.510713, 4.785357, -0.802561], [0.405406, 3.632704, -0.891921], [-3.801529, -0.580143, -0.154818], [1.251884, 0.665117, 0.220675], [-5.629788, -2.287337, -0.089671], [-5.057039, 1.383624, 0.310478], [-2.695747, -1.366518, -0.475620], [-3.703540, 0.832901, 0.029903], [-1.278306, 0.640394, -0.240890], [-6.004964, 0.144484, 0.269120], [2.461289, 1.359223, 0.013291], [-2.455266, 1.380880, -0.017735], [5.993163, 0.019822, -0.071980], [5.577653, -2.391057, 0.265575], [1.365834, -0.722452, 0.467097], [5.077498, 1.282506, -0.153656], [-0.029089, 1.531150, 0.041482], [2.580253, -1.407887, 0.441545], [-1.456481, -0.736814, -0.568927], [3.691374, 0.746845, 0.005662], [3.744815, -0.650306, 0.227232], [-2.349101, 2.447346, 0.097354], [0.504747, -1.337485, 0.698922], [-5.169314, 1.905226, 1.270892], [-5.956932, -2.473143, -1.119040], [5.362668, 1.998387, 0.634012], [-0.278154, 2.052222, 1.049087], [2.696506, -2.490211, 0.622368], [-5.393258, 2.107201, -0.442404], [-6.583069, -0.018821, 1.203691], [6.545890, -0.147164, -1.023838], [2.474918, 2.416162, -0.170267], [-6.477238, -2.343965, 0.601359], [-4.849985, -2.990377, 0.180931], [-2.885332, -2.454662, -0.556764], [5.244686, 1.798225, -1.110257], [6.753878, 0.100013, 0.733961], [6.408052, -2.380369, 0.985737], [5.949969, -2.688225, -0.726934], [-6.744271, 0.251791, -0.554573], [-0.677427, -1.367070, -0.984437], [4.774071, -3.045481, 0.589991]], "forces_ev_per_a": [[0.85, -0.28, 0.09], [-0.69, -0.34, 0.23], [0.72, 3.49, -2.12], [0.02, -3.92, -0.58], [-0.90, 1.44, 1.16], [-0.06, 1.02, 0.21], [0.76, -0.02, -0.17], [0.22, 0.63, -0.08], [-1.27, 0.57, 0.16], [-1.19, 0.08, 0.31], [0.63, -1.65, -0.31], [-0.83, -0.25, -0.01], [0.14, 0.28, -0.19], [0.38, -0.21, -0.04], [-0.08, 0.09, 0.06], [-0.31, 0.36, -0.11], [-0.26, 0.64, -0.09], [-0.49, 0.33, 0.07], [1.03, 0.44, -0.13], [-0.21, -2.89, 2.62], [1.23, 0.43, 0.08], [0.67, 0.84, -0.06], [-0.89, -1.10, 0.48], [-0.10, 0.32, -0.25], [0.02, 0.32, 0.27], [-0.04, 0.33, -0.05], [0.37, -0.17, -0.13], [-0.14, -0.26, 0.07], [-0.27, -0.19, -0.19], [0.52, -0.52, -1.62], [-0.51, 0.70, -0.08], [0.24, -0.09, 0.05], [0.34, 0.15, -0.38], [-0.31, -0.02, 0.43], [-0.27, 0.43, -0.06], [0.10, -0.40, -0.17], [-0.14, -0.38, 0.09], [0.69, 0.78, -0.36], [-0.22, -0.09, 0.23], [-0.39, -0.09, -0.33], [-0.16, -0.39, -0.13], [-0.01, -0.25, 0.24], [0.32, -0.17, 0.33], [0.30, 0.33, 0.42], [0.25, -0.33, 0.04]], "mulliken_charge": [0.05, 0.06, -0.39, -0.71, 0.68, 0.45, 0.09, -1.09, -0.74, -0.97, 0.31, -0.47, -0.61, -0.79, -0.42, -0.66, -0.98, -0.44, -0.75, 0.84, -1.42, -0.36, 0.39, 0.66, 0.43, 0.80, 0.25, 0.29, 0.25, 0.32, 0.16, 0.25, 0.34, 0.30, 0.33, 0.33, 0.36, 0.20, 0.27, 0.33, 0.28, 0.30, 0.28, 0.88, 0.30]}



{"formula": "C19H21N7O8S4Ti", "method": "the ωB97M-V functional and the def2-TZVPD basis", "multiplicity": 1, "charge": -2, "species": ["Ti", "S", "S", "S", "S", "O", "O", "O", "O", "O", "O", "O", "O", "N", "N", "N", "N", "N", "N", "N", "C", "C", "C", "C", "C", "C", "C", "C", "C", "C", "C", "C", "C", "C", "C", "C", "C", "C", "C", "H", "H", "H", "H", "H", "H", "H", "H", "H", "H", "H", "H", "H", "H", "H", "H", "H", "H", "H", "H", "H"], "coordinates": [[1.338931, 0.276759, 1.673454], [-1.058386, 3.212008, 4.571853], [1.445694, 2.772924, 2.385492], [1.099956, 2.881033, 4.354385], [-1.933647, 3.190936, 2.774186], [-0.163135, 2.499682, -1.423332], [0.822889, -1.329817, 0.360370], [2.257134, -1.085681, 2.529995], [-3.622447, -4.355428, 3.740144], [2.223253, 0.141910, 3.255982], [-3.848541, -2.924499, 5.474821], [0.081123, 1.259775, 0.410618], [-0.440159, -3.118358, -0.000147], [6.840005, 0.831781, -3.378912], [-0.983926, -2.435248, -2.494755], [-2.556031, 0.649561, 0.346432], [-0.994892, -0.529982, -3.824407], [2.971047, 0.694128, 0.357958], [-0.447145, -0.688872, 2.567305], [0.748079, -0.951814, -2.329293], [-1.039563, -0.342364, 3.706201], [-3.384670, -3.314387, 4.387548], [6.019084, 0.813873, -2.568668], [-0.847090, 0.929608, -3.872083], [2.832722, 1.438504, -0.754905], [-0.791987, -1.855333, 1.998102], [-0.537794, 1.626320, -0.626733], [-2.065297, 1.716320, -3.405014], [4.136444, 0.051006, 0.544625], [-0.410414, -1.290449, -2.873422], [4.994368, 0.789559, -1.566443], [-1.992590, -1.157248, 4.310498], [-2.691330, 1.362825, -2.044784], [-2.333086, -2.373175, 3.741080], [5.159122, 0.072738, -0.381109], [-1.700841, -2.725621, 2.550703], [3.805365, 1.502880, -1.733089], [-1.820473, 0.834525, -0.897123], [-0.092490, -2.155161, 0.704142], [-0.015785, 1.216017, -3.234942], [-1.722211, 2.750439, -3.377166], [1.206063, -0.101544, -2.611691], [-1.977888, -2.500167, -2.649830], [-1.942015, -3.661761, 2.069145], [-2.440653, 1.415657, 1.007389], [3.648435, 2.133241, -2.597586], [-2.853677, 1.660043, -4.166331], [-3.537958, 0.464980, 0.196093], [-0.738744, 0.602967, 4.142385], [-2.471786, -0.861328, 5.232890], [-0.595079, 1.223350, -4.893789], [-3.465337, 0.598390, -2.196366], [6.073116, -0.469257, -0.182957], [0.918800, -1.261081, -1.342511], [1.916267, 2.017193, -0.841168], [-0.684021, -2.827982, -1.555669], [-3.221160, 2.250825, -1.691846], [4.210245, -0.511763, 1.467640], [-1.871065, -0.893516, -4.164151], [-1.454822, -0.159902, -1.181213]], "forces_ev_per_a": [[-1.68, 0.63, 1.96], [-0.07, -0.03, 0.41], [0.11, -0.50, -0.53], [0.21, 0.05, 0.26], [-0.21, 0.07, -0.39], [0.24, -0.17, -0.09], [0.30, 0.06, -0.37], [0.30, -0.15, -0.28], [-0.03, 0.02, -0.02], [0.14, -0.04, -0.20], [-0.03, 0.01, -0.02], [0.58, -0.20, -0.44], [0.02, -0.05, -0.01], [-0.38, -0.01, 0.38], [-0.11, -0.02, 0.15], [0.00, -0.08, -0.20], [0.07, -0.02, 0.11], [1.05, 0.07, -0.98], [0.18, -0.01, -0.06], [0.23, -0.12, 0.22], [0.02, 0.08, -0.02], [0.11, -0.07, 0.05], [0.47, 0.01, -0.47], [0.09, -0.04, -0.11], [-0.13, 0.08, 0.43], [0.29, -0.12, -0.11], [-0.28, 0.04, 0.09], [-0.04, 0.03, -0.02], [-0.39, 0.05, 0.11], [-0.19, 0.03, -0.08], [-0.53, 0.06, 0.51], [-0.01, -0.08, -0.05], [-0.09, -0.03, 0.02], [-0.06, 0.06, 0.05], [0.26, 0.05, -0.24], [-0.12, 0.08, -0.09], [0.35, 0.03, -0.15], [-0.16, 0.07, 0.21], [-0.32, 0.06, 0.28], [-0.04, 0.03, 0.00], [-0.03, 0.00, 0.00], [-0.16, 0.01, -0.01], [0.01, 0.01, -0.03], [-0.01, 0.00, 0.00], [0.08, 0.00, 0.17], [-0.02, -0.06, -0.03], [0.03, -0.02, -0.03], [-0.01, 0.04, -0.01], [-0.05, 0.06, 0.00], [0.01, 0.03, 0.00], [0.00, -0.03, -0.01], [-0.01, 0.03, -0.02], [-0.02, -0.01, -0.02], [0.04, 0.08, -0.12], [-0.09, -0.08, -0.01], [0.12, 0.01, -0.18], [0.03, -0.01, 0.06], [-0.08, -0.03, -0.02], [-0.01, 0.01, -0.01], [0.01, 0.00, -0.05]], "mulliken_charge": [0.01, -0.27, -0.21, -0.19, -0.44, -0.79, -0.33, -0.26, -0.74, -0.25, -0.74, 0.47, -0.95, -0.53, -0.42, -0.39, -0.05, 0.45, 0.46, -0.17, -0.17, 0.46, -0.06, -0.33, -0.70, 0.82, 0.03, -0.76, -0.30, 0.04, 0.74, -1.02, -1.31, 0.19, -0.81, -0.76, -0.87, 1.91, 0.21, 0.00, 0.35, 0.19, 0.23, 0.58, -0.19, 0.51, 0.41, 0.26, 0.27, 0.49, 0.25, 0.40, 0.46, 0.21, 0.78, 0.35, 0.25, 0.58, 0.27, -0.64]}



| no. | HOMO energy (Ha) |
| --- | --- |
| 1 | -0.3179 |
| 2 | -0.2594 |
| 3 | -0.0091 |